A 2-piece molecular cluster, C5H12BrN overall in a non-equilibrium geometry. Source: the Open Molecules 2025 dataset; level of theory: the ωB97M-V functional and the def2-TZVPD basis.

Geometry (Å):
C1 0.660 0.620 -1.325
C2 -0.325 0.317 -0.464
C3 -1.000 -1.027 -0.628
C4 -0.497 1.063 0.757
C5 -2.016 1.160 1.241
H1 0.804 -0.019 -2.135
H2 1.217 1.503 -1.381
H3 -0.717 -1.454 -1.581
H4 -0.711 -1.739 0.262
H5 -2.128 -0.858 -0.466
H6 -0.182 2.076 0.730
H7 -0.050 0.563 1.568
H8 -1.999 2.176 1.881
H9 -2.678 1.256 0.378
H10 -2.175 0.356 1.826
N1 3.046 -1.228 0.136
Br1 3.727 -2.290 -1.360
H11 2.446 -0.521 -0.159
H12 2.577 -1.953 0.720

Summary:
Charge: 0
Highest occupied orbital energy, eV: -9.288
Energy above the lowest of the compared OMol25 structures with the same formula, charge and spin, kcal/mol: 16.1
Electronic energy, a.u.: -2826.37860
Multiplicity: 1
Molar mass, g mol⁻¹: 166.06
Kohn-Sham gap, eV: 9.44
SMILES: C=C(C)CC.NBr

---

C5H12ClN2 as an isolated structure in a non-equilibrium geometry. Source: the Open Molecules 2025 dataset; level of theory: the ωB97M-V functional and the def2-TZVPD basis.

Geometry (Å):
C1 1.379 0.196 -0.939
C2 -1.218 0.474 -0.738
C3 -0.743 -1.846 1.134
C4 0.234 1.787 0.840
C5 -0.093 0.420 0.280
N1 -0.274 -0.487 1.305
N2 1.303 -0.595 -1.954
Cl1 2.831 0.947 -0.605
H1 -2.137 0.748 -0.223
H2 -1.013 1.239 -1.481
H3 -1.391 -0.471 -1.246
H4 -1.523 -1.884 0.378
H5 -1.176 -2.174 2.078
H6 0.061 -2.538 0.864
H7 -0.640 2.157 1.379
H8 1.063 1.740 1.540
H9 0.475 2.496 0.055
H10 0.350 -0.373 2.092
H11 0.424 -1.050 -2.184
H12 2.090 -0.787 -2.574

Summary:
Charge: +1
Highest occupied orbital energy, eV: -13.377
Energy above the lowest of the compared OMol25 structures with the same formula, charge and spin, kcal/mol: 4.6
Electronic energy, a.u.: -767.13477
Multiplicity: 1
Molar mass, g mol⁻¹: 135.62
Kohn-Sham gap, eV: 9.18

---

C5H12ClN2 as an isolated structure in a non-equilibrium geometry. Source: the Open Molecules 2025 dataset; level of theory: the ωB97M-V functional and the def2-TZVPD basis.

Geometry (Å):
C1 0.641 2.613 1.931
C2 0.801 1.310 1.639
C3 -0.364 -0.961 -1.814
C4 -0.460 0.533 0.312
C5 0.333 -0.408 -0.639
N1 -1.394 -0.201 1.066
N2 1.610 0.360 -0.986
Cl1 2.195 0.365 1.934
H1 1.161 3.009 2.775
H2 -0.158 3.255 1.528
H3 -0.509 -0.156 -2.502
H4 0.200 -1.595 -2.479
H5 -1.202 -1.506 -1.384
H6 -0.850 1.474 -0.190
H7 0.671 -1.246 -0.036
H8 -1.172 -1.137 1.103
H9 -2.033 0.244 1.700
H10 1.999 0.746 0.020
H11 1.481 1.186 -1.671
H12 2.337 -0.118 -1.529

Summary:
Charge: +1
Highest occupied orbital energy (spin up / spin down), eV: -8.183 / -12.237
Energy above the lowest of the compared OMol25 structures with the same formula, charge and spin, kcal/mol: 35.3
Electronic energy, a.u.: -766.89888
Multiplicity: 3
<S²>: 2.01
Molar mass, g mol⁻¹: 135.62
Kohn-Sham gap (spin up / spin down), eV: 4.90 / 5.35

---

One molecule with the formula C5H12N in a non-equilibrium geometry. Source: the Open Molecules 2025 dataset; level of theory: the ωB97M-V functional and the def2-TZVPD basis.

Geometry (Å):
C1 -0.366 1.543 -0.261
C2 0.591 0.755 0.701
C3 0.593 -0.734 0.416
C4 -0.803 -2.725 0.867
C5 -0.722 -1.464 0.476
N1 0.299 1.644 -1.606
H1 -1.285 0.949 -0.396
H2 -0.542 2.575 0.047
H3 0.098 0.944 1.673
H4 1.559 1.234 0.833
H5 1.219 -0.967 -0.456
H6 1.184 -1.147 1.247
H7 0.057 -3.249 1.289
H8 -1.646 -3.404 0.863
H9 -1.628 -0.931 0.156
H10 -0.399 1.960 -2.301
H11 0.683 0.741 -1.915
H12 1.108 2.274 -1.633

Summary:
Charge: 0
Highest occupied orbital energy (spin up / spin down), eV: -3.580 / -10.071
Energy above the lowest of the compared OMol25 structures with the same formula, charge and spin, kcal/mol: 50.3
Electronic energy, a.u.: -252.30568
Multiplicity: 2
<S²>: 0.75
Molar mass, g mol⁻¹: 86.16
Kohn-Sham gap (spin up / spin down), eV: 4.65 / 10.91

---

Which value of electronic energy does entry 1 give? -2826.37860 a.u.

---

The lowest molar mass belongs to which entry? C5H12N

---

Among the records above, which one has the highest electronic energy? C5H12N